53
Properties=species:S:1:pos:R:3 method="wB97M-V/def2-TZVPD" homo_energy_ev="-14.27 / -14.26" charge=+2 total_energy_ev=-71685.1857 gap_ev="6.235 / 6.526" multiplicity=2
Ti 0.7105 -0.0466 0.3555
Cl 0.7435 -2.1316 -0.3924
P -0.2913 1.0063 -1.5088
C 0.6687 2.5727 -1.7814
C 0.0638 3.7751 -2.1985
C 0.8588 4.8422 -2.6253
C 2.2481 4.7889 -2.4786
C 2.8350 3.6527 -1.9120
C 2.0452 2.5509 -1.5607
C -0.0019 0.0381 -3.0701
C -0.7155 -1.1474 -3.2826
C -0.2181 -2.1153 -4.1574
C 0.8133 -1.7877 -5.0438
C 1.3749 -0.5056 -4.9946
C 0.9896 0.3906 -3.9899
C -2.0044 1.4961 -1.9269
C -3.0583 1.3818 -1.0143
C -4.3645 1.6475 -1.4326
C -4.6247 2.0681 -2.7450
C -3.5614 2.2217 -3.6427
C -2.2631 1.9257 -3.2348
H -1.6468 -1.3248 -2.7415
H -0.6431 -3.1236 -4.1649
H 1.1650 -2.5169 -5.7796
H 2.1158 -0.2058 -5.7349
H 1.4604 1.3714 -3.9301
H -1.0198 3.8673 -2.2258
H 0.3907 5.7159 -3.0884
H 2.8680 5.6284 -2.8009
H 3.9122 3.6152 -1.7685
H 2.5093 1.6570 -1.1229
H -2.8469 1.0853 0.0148
H -5.1899 1.5299 -0.7317
H -5.6441 2.2755 -3.0689
H -3.7383 2.5724 -4.6607
H -1.4450 2.0308 -3.9491
H -1.7264 7.5596 -0.9870
H -2.4399 7.3294 -0.9502
C 0.8130 -2.5046 4.8714
N 0.9490 -1.6256 3.7001
C 2.2258 -1.6812 2.9805
C -0.0083 -0.8018 3.2852
C -1.2646 -0.6335 4.0694
O 0.1221 -0.1706 2.1715
H 1.7833 -2.9960 5.0118
H 0.0562 -3.2928 4.7348
H 0.5761 -1.9423 5.7846
H 2.1315 -2.2122 2.0202
H 2.6347 -0.6681 2.8438
H 2.9084 -2.2501 3.6287
H -1.6300 0.3954 3.9916
H -2.0360 -1.2973 3.6671
H -1.1140 -0.8787 5.1237